[1]
DFT (ωB97M-V with the def2-TZVPD basis set) results for C22H44N3OP3SeV as an isolated structure in a non-equilibrium geometry.

Properties
F_max, eV Å⁻¹: 2.2
Kohn-Sham gap (alpha / beta), eV: 7.87 / 4.17
Energy above the lowest of the compared OMol25 structures with the same formula, charge and spin, kcal per mole: 10.7
Charge: +3
⟨S²⟩: 2.071
E, Eh: -5472.7140
Multiplicity: 3

Each line ends with the Löwdin spin population.
CARTESIAN COORDINATES (ANGSTROEM)
V  0.1343  0.5050  -0.3641  1.1146
P  -0.3841  0.7244  2.2822  -0.0052
P  2.4343  -0.0038  0.4834  0.0045
P  -2.3351  0.2104  -0.4898  -0.0003
H  1.8343  -1.0458  -2.1913  -0.0043
C  0.8118  -0.6493  -2.1915  -0.0428
C  -0.1132  -1.2740  -1.2507  -0.0710
H  0.2481  -1.7609  -0.3171  -0.0034
C  -0.5601  -0.7991  3.3128  -0.0004
C  0.8177  1.6613  3.3248  -0.0011
C  -1.8866  1.6329  2.8737  0.0021
C  3.7019  -0.7319  -0.6370  0.0034
C  3.3275  1.5295  0.9563  0.0033
C  2.6981  -1.1027  1.9414  -0.0026
C  -3.1360  -0.3974  -2.0079  0.0068
C  -3.1976  1.8089  -0.3196  -0.0035
C  -3.1004  -0.9403  0.7390  -0.0019
H  0.4502  -0.6257  -3.2418  0.0022
H  -0.9660  -1.8225  -1.7038  -0.0003
H  -0.7568  -0.5077  4.3505  -0.0004
H  0.3485  -1.4000  3.2605  0.0006
H  -1.3828  -1.4119  2.9414  0.0010
H  0.3873  1.7903  4.3277  -0.0002
H  0.9700  2.6475  2.8708  0.0001
H  1.7778  1.1485  3.4156  0.0000
H  -1.8714  1.6467  3.9747  0.0001
H  -2.8198  1.1695  2.5389  0.0000
H  -1.8449  2.6635  2.4984  0.0000
H  4.7110  -0.6465  -0.2003  0.0002
H  3.6877  -0.2061  -1.6014  0.0000
H  3.4791  -1.7968  -0.7928  0.0000
H  4.3236  1.2588  1.3321  0.0005
H  2.7793  2.0815  1.7259  0.0000
H  3.4252  2.1654  0.0690  0.0000
H  3.7671  -1.3638  1.9962  -0.0007
H  2.1107  -2.0250  1.8184  0.0018
H  2.4034  -0.6177  2.8793  0.0000
H  -4.2238  -0.2422  -1.9143  0.0006
H  -2.9259  -1.4635  -2.1359  0.0002
H  -2.7747  0.1446  -2.8896  0.0001
H  -4.2639  1.6506  -0.0906  -0.0006
H  -3.0972  2.3373  -1.2780  0.0001
H  -2.7125  2.4136  0.4563  -0.0001
H  -4.0988  -1.2413  0.3825  -0.0004
H  -3.1866  -0.4703  1.7255  0.0000
H  -2.4733  -1.8388  0.8387  0.0005
C  -0.3453  -5.0459  -0.0347  0.1843
C  0.0647  -4.4674  -1.2460  0.0762
C  -0.4145  -4.9541  -2.4689  0.0313
C  -1.2604  -6.0727  -2.4868  0.1816
C  -1.6300  -6.6826  -1.2836  0.0246
C  -1.1911  -6.1684  -0.0644  0.0708
Se  0.2211  -4.3030  1.6216  0.3840
H  -1.2035  -4.0560  1.9537  0.0231
H  0.7568  -3.6173  -1.2003  0.0008
H  -0.0785  -4.4849  -3.4044  -0.0004
H  -1.5783  -6.4863  -3.4494  0.0068
H  -2.2356  -7.5873  -1.3028  -0.0008
H  -1.4908  -6.6107  0.8810  0.0011
C  0.2654  5.8485  0.3654  -0.0001
N  0.5887  4.7962  -0.5781  -0.0003
C  1.1249  5.1586  -1.7781  0.0037
C  1.4063  4.1822  -2.6798  -0.0010
C  1.1719  2.8400  -2.3291  0.0026
N  0.5699  2.4915  -1.1643  0.0053
C  0.2836  3.4890  -0.2875  0.0030
O  -0.2540  3.1979  0.8082  0.0076
N  1.6534  1.8316  -3.0493  -0.0048
H  1.1338  6.4945  0.5050  0.0000
H  -0.0425  5.4346  1.3218  0.0000
H  -0.5371  6.4777  -0.0313  0.0000
H  1.2917  6.2278  -1.9123  0.0002
H  1.8737  4.4198  -3.6263  -0.0002
H  1.9773  1.9439  -3.9979  -0.0001
H  1.3607  0.8976  -2.7803  -0.0026

[2]
DFT (ωB97M-V with the def2-TZVPD basis set) results for C4H5NS in the gas phase in a non-equilibrium geometry.

Properties
F_max, eV Å⁻¹: 3.7
Kohn-Sham gap, eV: 8.60
Energy above the lowest of the compared OMol25 structures with the same formula, charge and spin, kcal per mole: 18.5
Charge: 0
SMILES string: CC(=S)CC#N
E, Eh: -608.3211

Each line ends with the natural charge from an NBO analysis.
CARTESIAN COORDINATES (ANGSTROEM)
C  0.5642  1.2433  -0.2810  -0.7002
C  0.8073  -0.2367  -0.0619  -0.0503
C  -0.3510  -0.9138  0.6603  -0.5816
C  -1.4373  -0.8004  -0.2794  0.2773
H  0.1718  1.6867  0.6585  0.2224
H  -0.2087  1.4244  -1.0393  0.2555
H  1.4638  1.8242  -0.5324  0.2461
H  -0.1851  -2.0019  0.8340  0.2746
H  -0.5791  -0.4164  1.5477  0.2576
N  -2.3816  -0.7776  -0.9653  -0.3010
S  2.1356  -1.0318  -0.5412  0.0996

charge of number 2 (C4H5NS)?
0

Which of these has the highest charge?
C22H44N3OP3SeV